Entry from OMol25: 8 unconnected molecules or ions with the total composition C43H102N7O10 at a distorted geometry (wB97M-V/def2-TZVPD).

## Properties
Net charge ... +5
Orbital gap ... 3.40 eV
E ... -77094.5818 eV
Max |F| ... 0.12747 Eh/bohr
LUMO level ... -7.4 eV

Geometry (Å):
C (9.771, 20.850, 5.024)
C (8.697, 20.110, 4.663)
C (8.907, 18.708, 4.150)
O (7.902, 17.901, 3.809)
C (10.126, 18.182, 3.935)
C (11.321, 18.977, 4.277)
C (11.115, 20.412, 4.909)
O (12.062, 20.906, 5.560)
O (12.364, 18.471, 4.128)
O (7.574, 20.599, 5.032)
H (9.661, 21.792, 5.540)
H (10.278, 17.221, 3.467)
C (0.734, 16.735, 8.924)
C (2.192, 16.895, 8.531)
C (3.078, 16.669, 9.685)
O (3.079, 15.285, 10.082)
C (2.988, 15.109, 11.540)
N (2.500, 16.077, 7.361)
H (2.752, 15.144, 7.654)
H (1.649, 15.977, 6.828)
H (3.292, 16.423, 6.838)
H (0.535, 15.688, 8.694)
H (0.027, 17.392, 8.417)
H (0.463, 16.818, 9.976)
H (2.202, 17.913, 8.140)
H (2.710, 17.246, 10.533)
H (4.089, 16.939, 9.380)
H (3.889, 15.171, 12.151)
H (2.828, 14.031, 11.534)
H (2.038, 15.469, 11.934)
C (14.268, 17.617, -2.784)
C (13.365, 18.434, -1.768)
C (12.860, 19.750, -2.499)
O (11.559, 20.196, -2.067)
C (11.519, 21.134, -1.103)
N (12.147, 17.550, -1.499)
H (12.582, 16.663, -1.291)
H (11.639, 17.715, -0.642)
H (11.558, 17.255, -2.265)
H (15.306, 17.932, -2.890)
H (13.851, 17.541, -3.788)
H (14.461, 16.635, -2.353)
H (13.893, 18.659, -0.841)
H (12.688, 19.551, -3.557)
H (13.609, 20.537, -2.594)
H (12.145, 22.008, -1.287)
H (11.803, 20.790, -0.108)
H (10.455, 21.367, -1.147)
C (19.065, 17.190, 4.509)
C (18.843, 16.345, 5.766)
C (19.160, 17.043, 7.121)
O (18.777, 18.365, 7.129)
C (17.576, 18.770, 7.788)
N (17.431, 15.756, 5.784)
H (16.843, 16.557, 5.606)
H (17.302, 15.126, 5.005)
H (17.030, 15.461, 6.663)
H (20.086, 17.546, 4.373)
H (18.414, 18.064, 4.506)
H (18.808, 16.609, 3.623)
H (19.532, 15.507, 5.663)
H (20.250, 17.070, 7.118)
H (18.971, 16.532, 8.065)
H (16.740, 18.410, 7.189)
H (17.576, 19.860, 7.812)
H (17.449, 18.437, 8.818)
C (15.525, 26.385, 7.066)
C (16.136, 26.703, 5.722)
C (17.542, 27.435, 5.784)
O (18.377, 26.577, 6.508)
C (19.716, 26.942, 6.568)
N (16.438, 25.359, 5.018)
H (15.910, 24.686, 5.556)
H (16.285, 25.538, 4.036)
H (17.401, 25.074, 5.121)
H (14.459, 26.177, 6.973)
H (15.634, 27.136, 7.849)
H (15.947, 25.487, 7.516)
H (15.499, 27.287, 5.058)
H (17.418, 28.381, 6.311)
H (17.887, 27.703, 4.786)
H (19.705, 28.031, 6.537)
H (20.414, 26.548, 5.828)
H (20.010, 26.672, 7.582)
C (3.454, 23.045, 0.833)
N (2.011, 23.528, 0.643)
C (2.051, 24.862, -0.177)
C (1.310, 22.459, -0.263)
C (1.256, 23.498, 2.071)
C (1.495, 24.692, 3.030)
O (0.912, 25.877, 2.539)
H (3.808, 23.721, 1.611)
H (4.031, 23.174, -0.083)
H (3.468, 21.984, 1.081)
H (2.735, 24.677, -1.006)
H (2.417, 25.645, 0.487)
H (0.990, 24.948, -0.409)
H (1.516, 21.491, 0.192)
H (1.554, 22.640, -1.310)
H (0.228, 22.524, -0.149)
H (1.554, 22.494, 2.372)
H (0.190, 23.411, 1.864)
H (2.536, 24.803, 3.335)
H (1.001, 24.349, 3.939)
H (1.198, 26.606, 3.094)
C (6.571, 26.035, 10.026)
N (6.312, 24.940, 11.114)
C (6.111, 25.583, 12.540)
C (4.947, 24.306, 10.629)
C (7.509, 23.956, 11.101)
C (8.872, 24.438, 11.679)
O (8.907, 24.743, 13.003)
H (7.288, 26.788, 10.350)
H (5.649, 26.575, 9.811)
H (6.926, 25.528, 9.128)
H (5.158, 26.099, 12.418)
H (7.032, 26.051, 12.889)
H (5.941, 24.717, 13.179)
H (4.199, 25.095, 10.547)
H (4.597, 23.411, 11.144)
H (5.246, 23.900, 9.663)
H (7.712, 23.610, 10.088)
H (7.151, 23.037, 11.564)
H (9.371, 25.248, 11.148)
H (9.474, 23.564, 11.430)
H (9.739, 24.470, 13.397)
C (8.780, 11.350, 15.036)
C (9.701, 10.789, 13.951)
C (9.036, 10.999, 12.557)
C (9.865, 10.459, 11.379)
N (9.365, 10.881, 9.905)
C (10.453, 10.418, 8.850)
C (9.512, 9.899, 7.662)
C (8.063, 10.065, 7.998)
C (8.088, 9.980, 9.510)
C (9.143, 12.478, 9.765)
C (10.427, 13.281, 10.076)
C (10.190, 14.780, 10.006)
H (8.735, 12.439, 15.064)
H (9.099, 11.087, 16.044)
H (7.765, 10.955, 15.046)
H (9.778, 9.755, 14.287)
H (10.621, 11.301, 14.232)
H (8.792, 12.043, 12.361)
H (8.096, 10.449, 12.506)
H (9.975, 9.376, 11.316)
H (10.851, 10.912, 11.473)
H (11.032, 11.270, 8.494)
H (10.995, 9.616, 9.350)
H (9.892, 10.466, 6.813)
H (9.757, 8.842, 7.555)
H (7.753, 11.066, 7.698)
H (7.325, 9.491, 7.438)
H (7.331, 10.478, 10.116)
H (8.315, 8.988, 9.900)
H (8.278, 12.716, 10.384)
H (8.668, 12.699, 8.810)
H (11.151, 13.189, 9.267)
H (10.840, 12.900, 11.010)
H (9.809, 14.906, 8.992)
H (11.098, 15.384, 10.028)
H (9.452, 15.056, 10.758)

Löwdin atomic charge list, values in e, 99 entries: atom 1 (C): -0.067, atom 2 (C): -0.423, atom 3 (C): -0.402, atom 4 (O): -0.187, atom 5 (C): -0.055, atom 6 (C): -0.436, atom 7 (C): -0.385, atom 8 (O): -0.088, atom 9 (O): -0.008, atom 10 (O): -0.114, atom 11 (H): 0.090, atom 12 (H): 0.082, atom 13 (C): -0.016, atom 14 (C): -0.358, atom 15 (C): -0.190, atom 16 (O): -0.193, atom 17 (C): -0.048, atom 18 (N): 0.254, atom 19 (H): 0.169, atom 20 (H): 0.175, atom 21 (H): 0.186, atom 22 (H): 0.096, atom 23 (H): 0.099, atom 24 (H): 0.103, atom 25 (H): 0.162, atom 26 (H): 0.137, atom 27 (H): 0.136, atom 28 (H): 0.096, atom 29 (H): 0.090, atom 30 (H): 0.099, atom 31 (C): -0.028, atom 32 (C): -0.225, atom 33 (C): -0.142, atom 34 (O): -0.185, atom 35 (C): -0.145, atom 36 (N): 0.233, atom 37 (H): 0.149, atom 38 (H): 0.175, atom 39 (H): 0.180, atom 40 (H): 0.095, atom 41 (H): 0.094, atom 42 (H): 0.078, atom 43 (H): 0.153, atom 44 (H): 0.127, atom 45 (H): 0.139, atom 46 (H): 0.096, atom 47 (H): 0.094, atom 48 (H): 0.109, atom 49 (C): -0.021, atom 50 (C): -0.272, atom 51 (C): -0.198, atom 52 (O): -0.179, atom 53 (C): -0.059, atom 54 (N): 0.242, atom 55 (H): 0.152, atom 56 (H): 0.170, atom 57 (H): 0.171, atom 58 (H): 0.110, atom 59 (H): 0.090, atom 60 (H): 0.090, atom 61 (H): 0.151, atom 62 (H): 0.142, atom 63 (H): 0.141, atom 64 (H): 0.078, atom 65 (H): 0.098, atom 66 (H): 0.095, atom 67 (C): -0.038, atom 68 (C): -0.248, atom 69 (C): -0.177, atom 70 (O): -0.205, atom 71 (C): -0.078, atom 72 (N): 0.239, atom 73 (H): 0.158, atom 74 (H): 0.171, atom 75 (H): 0.153, atom 76 (H): 0.095, atom 77 (H): 0.106, atom 78 (H): 0.093, atom 79 (H): 0.153, atom 80 (H): 0.140, atom 81 (H): 0.136, atom 82 (H): 0.097, atom 83 (H): 0.101, atom 84 (H): 0.105, atom 85 (C): 0.009, atom 86 (N): -0.316, atom 87 (C): 0.049, atom 88 (C): 0.018, atom 89 (C): -0.035, atom 90 (C): -0.236, atom 91 (O): -0.035, atom 92 (H): 0.102, atom 93 (H): 0.107, atom 94 (H): 0.105, atom 95 (H): 0.103, atom 96 (H): 0.098, atom 97 (H): 0.113, atom 98 (H): 0.100, atom 99 (H): 0.112

Entry from OMol25: 7 unconnected molecules or ions with the total composition C43H104FN7O3S at a distorted geometry (wB97M-V/def2-TZVPD).

## Properties
SMILES ... NC[C@H]1OS(=O)(=O)CC[C@H]1CCF.CCN(CC)CC.CCN(CC)CC.CCN(CC)CC.CCN(CC)CC.CCN(CC)CC.CCN(CC)CC
Orbital gap ... 7.63 eV
E ... -76396.2745 eV
Max |F| ... 0.17356 Eh/bohr
LUMO level ... -0.1 eV

Geometry (Å):
N (4.466, 7.677, -4.751)
C (5.399, 7.199, -3.628)
C (5.564, 5.543, -3.606)
O (4.282, 4.874, -3.343)
S (4.402, 3.177, -3.391)
O (3.243, 2.683, -4.341)
O (4.078, 2.519, -1.994)
C (5.990, 2.498, -4.105)
C (7.105, 3.617, -4.540)
C (6.352, 5.024, -4.949)
C (5.412, 4.882, -6.287)
C (6.080, 5.616, -7.632)
F (6.723, 4.563, -8.480)
H (3.907, 8.453, -4.285)
H (3.751, 6.913, -4.884)
H (5.005, 7.499, -2.559)
H (6.460, 7.690, -3.798)
H (6.281, 5.306, -2.685)
H (6.493, 1.709, -3.368)
H (5.716, 1.881, -5.086)
H (7.780, 3.879, -3.591)
H (7.871, 3.252, -5.366)
H (7.194, 5.836, -5.183)
H (4.298, 5.208, -6.128)
H (5.388, 3.720, -6.553)
H (5.166, 6.033, -8.267)
H (6.843, 6.445, -7.315)
C (0.209, 1.647, -3.658)
C (-0.767, 1.353, -2.521)
N (-0.458, 0.132, -1.774)
C (-1.544, -0.302, -0.892)
C (-1.922, 0.616, 0.264)
C (0.886, 0.046, -1.199)
C (1.312, 1.142, -0.228)
H (0.290, 0.796, -4.341)
H (-0.142, 2.509, -4.236)
H (1.208, 1.892, -3.285)
H (-1.759, 1.244, -2.979)
H (-0.821, 2.229, -1.863)
H (-1.313, -1.297, -0.490)
H (-2.440, -0.452, -1.508)
H (-1.181, 0.582, 1.067)
H (-2.873, 0.291, 0.697)
H (-2.048, 1.657, -0.051)
H (1.612, 0.022, -2.021)
H (1.012, -0.928, -0.707)
H (1.052, 2.143, -0.582)
H (2.399, 1.117, -0.100)
H (0.873, 0.998, 0.761)
C (2.626, 5.077, 0.361)
C (3.254, 4.137, 1.387)
N (4.192, 4.795, 2.298)
C (5.004, 3.855, 3.076)
C (4.280, 2.949, 4.065)
C (3.674, 5.941, 3.049)
C (2.457, 5.713, 3.938)
H (3.393, 5.612, -0.208)
H (2.022, 4.503, -0.350)
H (1.964, 5.812, 0.830)
H (3.793, 3.368, 0.820)
H (2.453, 3.621, 1.931)
H (5.788, 4.406, 3.612)
H (5.548, 3.214, 2.370)
H (3.961, 3.496, 4.955)
H (4.957, 2.159, 4.405)
H (3.407, 2.459, 3.623)
H (3.426, 6.736, 2.335)
H (4.479, 6.374, 3.658)
H (1.678, 5.126, 3.445)
H (2.013, 6.677, 4.208)
H (2.727, 5.217, 4.873)
C (2.316, -2.648, 1.587)
C (3.021, -3.931, 1.155)
N (2.597, -5.120, 1.897)
C (3.472, -6.277, 1.692)
C (3.544, -6.865, 0.289)
C (1.162, -5.413, 1.891)
C (0.488, -5.612, 0.538)
H (2.424, -2.479, 2.663)
H (2.756, -1.789, 1.068)
H (1.250, -2.664, 1.341)
H (4.094, -3.773, 1.325)
H (2.891, -4.061, 0.074)
H (3.194, -7.074, 2.394)
H (4.489, -5.989, 1.989)
H (2.644, -7.432, 0.041)
H (4.385, -7.564, 0.224)
H (3.699, -6.101, -0.479)
H (0.642, -4.599, 2.411)
H (0.965, -6.294, 2.515)
H (0.783, -4.858, -0.196)
H (-0.599, -5.541, 0.656)
H (0.697, -6.601, 0.125)
C (-2.189, 5.751, 10.034)
C (-1.520, 4.955, 8.916)
N (-1.129, 5.766, 7.762)
C (-0.765, 4.970, 6.587)
C (0.463, 4.074, 6.696)
C (-0.256, 6.910, 8.036)
C (1.083, 6.631, 8.710)
H (-3.050, 6.313, 9.660)
H (-2.548, 5.069, 10.813)
H (-1.494, 6.450, 10.510)
H (-2.247, 4.201, 8.589)
H (-0.667, 4.406, 9.333)
H (-0.641, 5.632, 5.720)
H (-1.622, 4.334, 6.330)
H (1.390, 4.652, 6.661)
H (0.491, 3.381, 5.850)
H (0.462, 3.471, 7.609)
H (-0.808, 7.622, 8.662)
H (-0.073, 7.463, 7.105)
H (0.996, 5.936, 9.549)
H (1.497, 7.565, 9.105)
H (1.815, 6.235, 8.004)
C (-8.500, -3.612, -3.494)
C (-7.129, -2.989, -3.742)
N (-6.696, -2.070, -2.688)
C (-5.535, -1.258, -3.063)
C (-4.221, -1.986, -3.323)
C (-6.666, -2.610, -1.326)
C (-5.797, -3.836, -1.071)
H (-9.261, -2.843, -3.328)
H (-8.804, -4.200, -4.367)
H (-8.493, -4.289, -2.634)
H (-7.202, -2.434, -4.686)
H (-6.399, -3.791, -3.906)
H (-5.365, -0.488, -2.300)
H (-5.794, -0.698, -3.971)
H (-3.755, -2.323, -2.394)
H (-3.512, -1.305, -3.804)
H (-4.344, -2.847, -3.986)
H (-7.694, -2.856, -1.032)
H (-6.373, -1.818, -0.625)
H (-5.911, -4.602, -1.842)
H (-6.079, -4.294, -0.117)
H (-4.740, -3.573, -0.995)
C (-4.092, -8.466, -0.197)
C (-4.376, -9.230, -1.488)
N (-5.742, -9.749, -1.582)
C (-5.922, -10.718, -2.666)
C (-5.739, -10.221, -4.095)
C (-6.821, -8.770, -1.434)
C (-6.848, -7.595, -2.405)
H (-4.327, -9.073, 0.683)
H (-3.030, -8.201, -0.147)
H (-4.662, -7.533, -0.140)
H (-3.675, -10.073, -1.514)
H (-4.126, -8.588, -2.342)
H (-6.913, -11.183, -2.580)
H (-5.215, -11.542, -2.504)
H (-6.586, -9.613, -4.423)
H (-5.679, -11.074, -4.778)
H (-4.821, -9.639, -4.221)
H (-6.781, -8.366, -0.415)
H (-7.790, -9.284, -1.477)
H (-5.864, -7.142, -2.547)
H (-7.511, -6.814, -2.018)
H (-7.240, -7.887, -3.381)

Löwdin atomic charge list, values in e, 99 entries: atom 1 (N): -0.031, atom 2 (C): -0.192, atom 3 (C): -0.297, atom 4 (O): -0.255, atom 5 (S): 0.849, atom 6 (O): -0.382, atom 7 (O): -0.375, atom 8 (C): -0.212, atom 9 (C): -0.181, atom 10 (C): -0.257, atom 11 (C): -0.119, atom 12 (C): -0.111, atom 13 (F): -0.157, atom 14 (H): 0.084, atom 15 (H): 0.061, atom 16 (H): 0.124, atom 17 (H): 0.128, atom 18 (H): 0.164, atom 19 (H): 0.138, atom 20 (H): 0.133, atom 21 (H): 0.126, atom 22 (H): 0.140, atom 23 (H): 0.151, atom 24 (H): 0.116, atom 25 (H): 0.127, atom 26 (H): 0.132, atom 27 (H): 0.122, atom 28 (C): -0.090, atom 29 (C): -0.266, atom 30 (N): -0.181, atom 31 (C): -0.251, atom 32 (C): -0.089, atom 33 (C): -0.237, atom 34 (C): -0.088, atom 35 (H): 0.082, atom 36 (H): 0.076, atom 37 (H): 0.037, atom 38 (H): 0.113, atom 39 (H): 0.096, atom 40 (H): 0.111, atom 41 (H): 0.087, atom 42 (H): 0.055, atom 43 (H): 0.069, atom 44 (H): 0.069, atom 45 (H): 0.108, atom 46 (H): 0.099, atom 47 (H): 0.063, atom 48 (H): 0.065, atom 49 (H): 0.055, atom 50 (C): -0.082, atom 51 (C): -0.267, atom 52 (N): -0.188, atom 53 (C): -0.253, atom 54 (C): -0.091, atom 55 (C): -0.248, atom 56 (C): -0.093, atom 57 (H): 0.071, atom 58 (H): 0.064, atom 59 (H): 0.065, atom 60 (H): 0.108, atom 61 (H): 0.097, atom 62 (H): 0.111, atom 63 (H): 0.109, atom 64 (H): 0.055, atom 65 (H): 0.071, atom 66 (H): 0.068, atom 67 (H): 0.100, atom 68 (H): 0.115, atom 69 (H): 0.071, atom 70 (H): 0.074, atom 71 (H): 0.039, atom 72 (C): -0.092, atom 73 (C): -0.267, atom 74 (N): -0.192, atom 75 (C): -0.255, atom 76 (C): -0.095, atom 77 (C): -0.250, atom 78 (C): -0.089, atom 79 (H): 0.080, atom 80 (H): 0.067, atom 81 (H): 0.058, atom 82 (H): 0.118, atom 83 (H): 0.097, atom 84 (H): 0.112, atom 85 (H): 0.108, atom 86 (H): 0.055, atom 87 (H): 0.071, atom 88 (H): 0.068, atom 89 (H): 0.102, atom 90 (H): 0.115, atom 91 (H): 0.068, atom 92 (H): 0.070, atom 93 (H): 0.053, atom 94 (C): -0.095, atom 95 (C): -0.272, atom 96 (N): -0.191, atom 97 (C): -0.249, atom 98 (C): -0.094, atom 99 (C): -0.249